[1]
# H9O4S

A 5-piece molecular cluster, H9O4S overall in a non-equilibrium geometry (wB97M-V/def2-TZVPD, the OMol25 dataset).

The geometry in XYZ format:
```
14
Properties=species:S:1:pos:R:3:lowdin_charge:R:1
S 0.955 -0.912 -0.239 0.119
H 1.029 -2.194 0.162 -0.329
H -0.667 -1.934 -1.618 -0.104
H -1.975 -1.634 -2.384 0.008
O -1.460 -2.353 -2.010 -0.133
H -0.454 0.947 -0.608 -0.097
H -1.760 1.643 -0.215 0.022
O -0.922 1.806 -0.662 -0.118
H -0.133 0.258 2.766 -0.001
H -0.611 -0.535 1.557 -0.088
O -0.864 -0.258 2.454 -0.122
H 2.155 1.799 -0.472 -0.008
H 2.171 1.316 0.897 -0.027
O 2.536 2.050 0.373 -0.121
```

Output
**Energy above the lowest of the compared OMol25 structures with the same formula, charge and spin**: 12.5 kcal/mol
**Energy**: -19173.56778 eV
**Maximum force**: 0.020 hartree/bohr
**Total charge**: -1
**Lowest unoccupied orbital energy**: 3.86 eV
**HOMO energy**: -0.1580 Ha



[2]
# C32H35BrCsF3N5OS3

C32H35BrCsF3N5OS3 as an isolated structure in a non-equilibrium geometry (wB97M-V/def2-TZVPD, the OMol25 dataset).

The geometry in XYZ format:
```
81
Properties=species:S:1:pos:R:3:lowdin_charge:R:1
Cs -0.108 -1.004 -0.915 0.903
C -0.518 1.120 3.728 -0.202
C 0.875 0.456 3.707 -0.200
N 1.562 0.759 2.467 -0.053
C 2.263 2.021 2.394 -0.222
C 1.362 3.261 2.222 -0.220
N 0.293 3.174 1.236 -0.049
C -1.086 3.319 1.676 -0.214
C -1.925 2.035 1.917 -0.218
N -1.142 0.938 2.435 -0.069
H -0.408 2.188 3.923 0.091
H -1.110 0.700 4.552 0.115
H 0.730 -0.625 3.748 0.098
H 1.459 0.761 4.592 0.111
H 2.187 0.007 2.224 0.054
H 2.940 1.967 1.539 0.071
H 2.878 2.206 3.294 0.108
H 2.043 4.075 1.935 0.100
H 0.942 3.546 3.191 0.094
H 0.404 2.357 0.652 0.078
H -1.635 3.896 0.922 0.098
H -1.083 3.932 2.582 0.099
H -2.344 1.705 0.963 0.087
H -2.763 2.324 2.578 0.108
H -1.636 0.056 2.394 0.101
C -1.478 4.305 -4.438 -0.046
C -0.245 3.775 -3.771 -0.276
C 0.998 3.798 -4.381 -0.031
C 2.100 3.230 -3.749 -0.112
C 1.873 2.668 -2.509 -0.750
Br 3.340 1.925 -1.540 0.725
N 0.714 2.627 -1.901 0.041
C -0.333 3.156 -2.523 -0.145
H -1.229 4.941 -5.286 0.072
H -2.092 4.870 -3.736 0.082
H -2.075 3.461 -4.796 0.075
H 1.122 4.252 -5.358 0.112
H 3.084 3.231 -4.193 0.093
H -1.279 3.100 -1.996 0.100
S -1.561 0.484 -3.613 0.390
C -3.044 0.741 -2.861 -1.176
N -3.290 1.404 -1.765 0.001
C -4.625 1.421 -1.432 -0.332
C -5.174 2.061 -0.321 -0.032
C -6.540 1.996 -0.105 -0.112
C -7.374 1.302 -0.979 -0.123
C -6.850 0.663 -2.094 -0.114
C -5.483 0.731 -2.316 -0.505
S -4.540 0.044 -3.603 0.950
H -4.520 2.598 0.354 0.094
H -6.971 2.488 0.759 0.092
H -8.439 1.259 -0.786 0.090
H -7.491 0.116 -2.774 0.098
O 2.186 -2.074 -0.650 -0.827
S 1.999 -2.917 0.560 0.932
C 3.076 -4.360 0.361 -0.342
C 2.774 -5.508 1.078 -0.067
C 3.596 -6.619 0.950 -0.077
C 4.694 -6.576 0.103 -0.092
C 4.975 -5.425 -0.623 -0.079
C 4.160 -4.311 -0.497 -0.067
C 3.076 -2.206 1.825 -0.360
C 2.872 -2.553 3.152 -0.071
C 3.683 -1.990 4.126 -0.070
C 4.675 -1.086 3.766 -0.081
C 4.857 -0.736 2.435 -0.075
C 4.050 -1.293 1.455 -0.085
H 1.901 -5.527 1.721 0.105
H 3.373 -7.522 1.504 0.103
H 5.329 -7.447 -0.001 0.098
H 5.830 -5.397 -1.286 0.102
H 4.349 -3.405 -1.062 0.112
H 2.068 -3.235 3.409 0.114
H 3.533 -2.243 5.167 0.107
H 5.298 -0.641 4.531 0.101
H 5.622 -0.020 2.161 0.107
H 4.146 -1.006 0.414 0.106
F -1.064 -2.390 2.975 -0.116
C -0.976 -3.109 1.757 -0.447
F -0.046 -4.137 2.163 -0.180
F -2.159 -3.840 1.793 -0.084
```

Output
**Energy above the lowest of the compared OMol25 structures with the same formula, charge and spin**: 20.0 kcal/mol
**Energy**: -154499.85364 eV
**Maximum force**: 0.043 hartree/bohr
**Total charge**: -1
**Lowest unoccupied orbital energy**: 1.97 eV
**HOMO energy**: -0.1657 Ha



[3]
# C40H64CdN6O3S2SbSi3

C40H64CdN6O3S2SbSi3 as an isolated structure (wB97M-V/def2-TZVPD, the OMol25 dataset).

The geometry in XYZ format:
```
120
Properties=species:S:1:pos:R:3:lowdin_charge:R:1
Cd 0.402 -1.330 -0.113 1.234
N 0.629 0.647 2.878 0.006
C 1.682 1.323 3.661 -0.262
C 2.839 1.812 2.794 -0.193
C 3.766 0.700 2.328 -0.259
N 3.160 -0.248 1.384 0.002
H -0.199 0.566 3.463 0.008
H 0.920 -0.319 2.733 -0.010
H 2.084 0.658 4.436 0.098
H 1.234 2.179 4.169 0.105
H 3.428 2.528 3.374 0.115
H 2.439 2.347 1.924 0.093
H 4.128 0.138 3.191 0.118
H 4.647 1.143 1.850 0.094
H 2.723 -1.009 1.898 0.024
H 2.439 0.227 0.844 0.018
C 4.658 -1.206 -2.482 -0.035
C 3.636 -1.276 -1.525 -0.151
N 2.363 -1.430 -1.840 0.050
C 2.036 -1.572 -3.142 -0.184
C 2.986 -1.478 -4.171 -0.142
C 4.329 -1.279 -3.806 0.000
C 2.585 -1.629 -5.541 -0.010
C 1.314 -1.942 -5.859 -0.010
C 0.335 -2.140 -4.829 -0.144
C -0.964 -2.597 -5.112 0.008
C -1.837 -2.828 -4.083 -0.032
C -1.414 -2.549 -2.777 -0.142
N -0.217 -2.088 -2.486 0.049
C 0.672 -1.918 -3.485 -0.191
H 5.684 -1.086 -2.162 0.115
H 3.859 -1.173 -0.469 0.082
H 5.087 -1.215 -4.578 0.125
H 3.335 -1.512 -6.314 0.121
H 1.014 -2.078 -6.890 0.122
H -1.250 -2.784 -6.140 0.127
H -2.833 -3.211 -4.258 0.116
H -2.085 -2.711 -1.942 0.086
C -4.124 -0.099 5.831 -0.039
C -2.876 -0.690 5.232 -0.295
C -1.620 -0.174 5.535 -0.058
C -0.469 -0.729 4.991 -0.084
C -0.579 -1.811 4.133 -0.287
C -1.819 -2.363 3.840 -0.062
C -2.958 -1.792 4.380 -0.044
S 0.891 -2.628 3.593 0.591
O 2.011 -1.788 3.972 -0.320
O 0.829 -3.962 4.132 -0.280
N 0.739 -2.616 1.977 -0.194
C 1.428 -3.567 1.253 -0.434
C 2.395 -4.494 1.711 -0.010
C 2.982 -5.344 0.809 -0.049
C 2.640 -5.288 -0.548 -0.070
C 1.741 -4.328 -0.927 -0.167
N 1.156 -3.489 -0.064 -0.025
H -3.920 0.858 6.308 0.081
H -4.537 -0.769 6.588 0.091
H -4.892 0.049 5.071 0.078
H -1.539 0.666 6.215 0.126
H 0.512 -0.342 5.233 0.105
H -1.878 -3.239 3.207 0.117
H -3.929 -2.220 4.153 0.124
H 2.665 -4.525 2.754 0.101
H 3.725 -6.053 1.153 0.115
H 3.072 -5.960 -1.274 0.103
H 1.452 -4.209 -1.965 0.099
O 1.308 1.619 -1.200 -0.667
S 2.583 1.788 -1.987 0.920
C 3.700 2.902 -1.104 -0.311
C 4.531 3.479 -2.240 -0.235
C 3.522 4.002 -3.275 -0.209
C 2.316 3.044 -3.288 -0.286
H 4.271 2.329 -0.374 0.084
H 3.086 3.650 -0.597 0.108
H 5.135 2.680 -2.680 0.112
H 5.215 4.254 -1.901 0.120
H 3.979 4.082 -4.260 0.112
H 3.189 5.000 -2.992 0.115
H 2.192 2.513 -4.230 0.087
H 1.377 3.531 -3.030 0.062
C -1.025 3.790 -1.923 -0.215
Si -1.749 2.084 -2.221 0.323
C -3.559 2.348 -2.629 -0.203
C -0.950 1.198 -3.667 -0.210
Sb -1.476 0.648 -0.100 0.852
Si -1.977 2.444 1.691 0.352
C -3.420 3.445 1.036 -0.212
C -0.503 3.585 1.849 -0.201
C -2.505 1.587 3.273 -0.214
Si -3.704 -0.698 -0.173 0.318
C -3.257 -2.304 0.687 -0.238
C -5.078 0.148 0.771 -0.212
C -4.347 -1.048 -1.911 -0.225
H -0.748 4.254 -2.873 0.037
H -0.147 3.761 -1.278 0.002
H -1.774 4.432 -1.457 0.023
H -3.614 3.007 -3.501 0.046
H -4.093 2.837 -1.810 0.023
H -4.077 1.424 -2.876 0.005
H -0.768 1.893 -4.492 0.043
H -1.610 0.407 -4.035 0.026
H -0.001 0.743 -3.380 -0.003
H -3.109 4.140 0.255 0.016
H -3.829 4.035 1.862 0.047
H -4.222 2.821 0.644 0.002
H 0.175 3.454 1.003 0.007
H 0.068 3.393 2.757 0.011
H -0.844 4.624 1.866 0.042
H -3.592 1.614 3.361 0.037
H -2.090 2.104 4.143 0.055
H -2.188 0.542 3.326 0.004
H -3.171 -2.121 1.760 -0.006
H -2.298 -2.712 0.356 -0.002
H -4.019 -3.074 0.534 0.047
H -4.772 0.417 1.784 0.012
H -5.934 -0.530 0.845 0.045
H -5.416 1.051 0.260 0.022
H -4.637 -2.098 -1.995 0.038
H -3.622 -0.832 -2.695 -0.002
H -5.235 -0.443 -2.103 0.034
```

Output
**Energy above the lowest of the compared OMol25 structures with the same formula, charge and spin**: 49.0 kcal/mol
**Energy**: -114006.35940 eV
**Maximum force**: 0.014 hartree/bohr
**Total charge**: +1
**Lowest unoccupied orbital energy**: -2.66 eV
**HOMO energy**: -0.3726 Ha



[4]
# C4H9NO

A 2-piece molecular cluster, C4H9NO overall in a non-equilibrium geometry (wB97M-V/def2-TZVPD, the OMol25 dataset).

The geometry in XYZ format:
```
15
Properties=species:S:1:pos:R:3:mulliken_spin:R:1
C 2.429 -0.303 0.076 0.008
N -2.961 0.062 -0.111 0.899
C 1.270 -0.275 -0.714 0.033
C -0.121 0.033 -0.411 -0.023
C -3.080 0.821 1.106 -0.015
O 3.606 -0.523 -0.208 0.018
H 2.114 -0.194 1.208 0.000
H 1.351 -0.382 -1.808 0.000
H -0.385 -0.366 0.617 0.010
H -0.904 -0.516 -1.070 0.006
H -0.489 1.114 -0.364 0.006
H -3.763 -0.494 -0.378 -0.026
H -1.963 0.803 0.837 -0.004
H -3.393 0.431 2.109 0.024
H -3.677 1.697 0.950 0.063
```

Output
**Energy above the lowest of the compared OMol25 structures with the same formula, charge and spin**: 70.9 kcal/mol
**Energy**: -7826.87116 eV
**Maximum force**: 0.078 hartree/bohr
**Total charge**: -1
**<S²>**: 0.76
**Lowest unoccupied orbital energy (spin up / spin down)**: 3.60 / 2.41 eV
**HOMO energy (spin up / spin down)**: -0.0700 / -0.0634 Ha
**Spin multiplicity**: 2